# 1
The following is a quantum chemistry calculation of a molecular structure, C5H14N2O in a non-equilibrium geometry, from OMol25.

Last column: Mulliken charge in e.
Atoms and positions in Å:
C 0.04 2.03 0.16  -0.546
C 1.04 1.21 -0.67  -0.824
C 0.94 -0.27 -0.44  0.689
C 1.84 -0.97 0.30  -0.914
C -1.15 -0.49 -1.87  -0.846
N -0.02 -1.02 -1.08  -0.087
N -0.36 0.99 1.40  -0.562
H -0.71 2.56 -0.47  0.291
H 0.54 2.89 0.61  0.416
H 2.04 1.50 -0.33  0.379
H 1.10 1.37 -1.76  0.450
H 2.54 -0.31 0.81  0.311
H 1.77 -2.01 0.58  0.333
H -2.06 -0.27 -1.31  0.314
H -0.96 0.50 -2.29  0.337
H -1.35 -1.31 -2.55  0.357
H -0.51 -1.55 -0.33  0.402
H -0.98 1.59 1.95  0.253
H -0.71 1.00 0.36  0.218
H -2.33 -1.45 1.46  0.326
H -0.97 -0.70 1.82  0.395
O -1.39 -1.58 1.69  -0.694

Results
- energy relative to the best compared isomer or geometry (same formula, charge and spin) (kJ/mol) = 408.78
- spin multiplicity = 2
- gap between HOMO and LUMO (alpha / beta) (eV) = 11.05 / 7.47
- <S²> = 0.768
- HOMO (alpha / beta) (eV) = -14.55 / -14.59
- charge = +1

=====

# 2
The following is a quantum chemistry calculation of a single C26H27NO3 molecule, from OMol25.

Last column: Mulliken charge in e.
Atoms and positions in Å:
O -0.85 4.31 -1.38  -0.620
C 0.02 3.64 -0.86  0.107
C 1.45 3.84 -1.19  0.392
C 1.91 5.14 -1.42  -0.694
C 3.23 5.36 -1.76  -0.597
C 4.10 4.30 -1.90  -0.395
C 3.65 3.00 -1.70  -0.744
C 2.33 2.77 -1.34  0.308
C -0.31 2.60 0.15  0.139
C 0.60 2.18 1.12  -0.292
C 0.24 1.23 2.05  -0.941
C -1.04 0.68 2.04  0.786
O -1.52 -0.24 2.93  -0.551
C -0.62 -1.05 3.65  -1.077
C 0.10 -2.07 2.75  0.847
O 0.86 -2.97 3.53  -0.627
C -0.93 -2.81 1.88  -0.829
N -0.40 -3.77 0.94  -0.241
C -0.10 -3.34 -0.43  0.142
C 1.22 -2.56 -0.61  -1.452
C 1.03 -1.05 -0.68  0.917
C 0.09 -0.71 -1.84  -1.261
C -1.23 -1.40 -1.65  1.381
C -2.39 -0.81 -2.13  -0.558
C -3.62 -1.42 -1.98  -0.776
C -3.70 -2.65 -1.35  -0.687
C -2.55 -3.25 -0.87  -0.542
C -1.31 -2.63 -1.00  -0.399
C -1.96 1.11 1.08  -0.067
C -1.60 2.06 0.15  -0.739
H 1.21 5.96 -1.33  0.446
H 3.58 6.37 -1.93  0.384
H 5.13 4.47 -2.17  0.390
H 4.32 2.17 -1.82  0.416
H 1.97 1.76 -1.20  0.318
H 1.58 2.61 1.16  0.556
H 0.96 0.92 2.80  0.334
H 0.11 -0.46 4.22  0.301
H -1.26 -1.58 4.37  0.476
H 0.83 -1.56 2.13  -0.156
H 0.27 -3.53 4.03  0.425
H -1.60 -3.36 2.56  0.474
H -1.54 -2.08 1.34  0.186
H 0.40 -4.24 1.34  0.383
H 0.01 -4.29 -0.98  0.317
H 1.90 -2.81 0.21  0.435
H 1.69 -2.89 -1.54  0.538
H 2.00 -0.57 -0.82  0.264
H 0.59 -0.67 0.24  -0.922
H -0.06 0.37 -1.91  0.367
H 0.54 -1.04 -2.78  0.510
H -2.32 0.15 -2.62  0.452
H -4.51 -0.95 -2.36  0.410
H -4.65 -3.15 -1.23  0.416
H -2.60 -4.20 -0.36  0.458
H -2.95 0.68 1.08  0.443
H -2.30 2.40 -0.59  0.447

Results
- energy relative to the best compared isomer or geometry (same formula, charge and spin) (kJ/mol) = 21.02
- gap between HOMO and LUMO (eV) = 8.76
- HOMO (eV) = -8.57
- charge = 0

=====

# 3
The following is a quantum chemistry calculation of a molecular structure, C4H11N5PdTe4, from OMol25.

Last column: Mulliken charge in e.
Atoms and positions in Å:
Pd 0.93 -1.12 -1.99  0.102
Te -0.16 -3.50 -2.29  0.311
Te 0.96 -4.38 -4.49  0.226
Te 3.36 -2.99 -4.52  0.235
Te 3.44 -1.87 -2.14  0.201
C 0.66 -0.73 2.84  -1.084
N -0.02 0.28 2.03  0.088
C -0.84 1.29 2.69  -1.020
C 0.00 0.15 0.69  0.583
N 0.58 -0.84 0.07  -0.391
N -0.64 1.16 0.00  -0.064
C -0.89 1.31 -1.36  0.620
N -1.67 2.35 -1.66  -0.363
N -0.38 0.52 -2.25  -0.375
H 0.68 -0.39 3.87  0.294
H 1.70 -0.84 2.52  0.416
H 0.14 -1.69 2.80  0.400
H -0.77 1.15 3.76  0.303
H -1.89 1.21 2.41  0.413
H -0.47 2.30 2.49  0.373
H 0.97 -1.53 0.70  0.090
H -0.97 1.93 0.56  0.112
H -2.19 2.87 -0.96  0.191
H -1.85 2.60 -2.61  0.213
H -0.70 0.74 -3.18  0.127

Results
- energy relative to the best compared isomer or geometry (same formula, charge and spin) (kJ/mol) = 0.00
- spin multiplicity = 5
- gap between HOMO and LUMO (alpha / beta) (eV) = 7.01 / 5.76
- <S²> = 6.024
- HOMO (alpha / beta) (eV) = -14.20 / -14.79
- charge = +2

=====

# 4
The following is a quantum chemistry calculation of a single CH6OSi molecule in a non-equilibrium geometry, from OMol25.

Last column: Mulliken charge in e.
Atoms and positions in Å:
C -1.43 -0.33 0.08  -0.969
Si 0.60 0.30 0.06  0.581
O 2.27 -0.19 0.08  -0.492
H -1.57 -1.10 0.82  0.278
H -1.78 -0.68 -0.88  0.291
H -1.98 0.55 0.38  0.259
H 0.53 1.08 -1.18  -0.117
H 0.73 0.94 1.36  -0.128
H 2.64 -0.57 -0.72  0.297

Results
- energy relative to the best compared isomer or geometry (same formula, charge and spin) (kJ/mol) = 74.19
- gap between HOMO and LUMO (eV) = 10.53
- HOMO (eV) = -10.06
- charge = 0

=====

> Look up the charge of the third one.

+2

=====

> What is the charge in the fourth record?

0

=====

Please write out number 4 again, unchanged.
The following is a quantum chemistry calculation of a single CH6OSi molecule in a non-equilibrium geometry, from OMol25.

Last column: Mulliken charge in e.
Atoms and positions in Å:
C -1.43 -0.33 0.08  -0.969
Si 0.60 0.30 0.06  0.581
O 2.27 -0.19 0.08  -0.492
H -1.57 -1.10 0.82  0.278
H -1.78 -0.68 -0.88  0.291
H -1.98 0.55 0.38  0.259
H 0.53 1.08 -1.18  -0.117
H 0.73 0.94 1.36  -0.128
H 2.64 -0.57 -0.72  0.297

Results
- energy relative to the best compared isomer or geometry (same formula, charge and spin) (kJ/mol) = 74.19
- gap between HOMO and LUMO (eV) = 10.53
- HOMO (eV) = -10.06
- charge = 0

=====

> Which formula does entry 3 have?

C4H11N5PdTe4